Entry 1:
Below is C24H20BF5N9NaOTe as an isolated structure, with properties calculated with wB97M-V/def2-TZVPD.

ORCA input file:
```
! RIJCOSX wB97M-V def2-TZVPD def2/J DEFGRID3
* xyz -2 1
Na -0.20 -0.30 0.93
C 4.09 0.88 2.27
C 4.63 0.79 0.98
C 4.03 -0.01 0.06
C 2.89 -0.79 0.42
N 2.44 -0.70 1.68
C 2.98 0.12 2.56
N 2.47 -1.72 -0.41
C 1.38 -1.92 -1.06
N 0.37 -1.07 -1.27
C -0.45 -1.61 -2.20
N -1.62 -1.23 -2.57
C -2.27 -0.13 -2.10
C -3.63 -0.28 -1.80
C -4.35 0.81 -1.38
C -3.72 2.04 -1.29
C -2.38 2.10 -1.65
N -1.68 1.07 -2.06
C 0.11 -2.89 -2.69
C -0.29 -3.79 -3.66
C 0.46 -4.95 -3.81
C 1.54 -5.22 -2.97
C 1.94 -4.30 -2.01
C 1.23 -3.13 -1.90
H 4.53 1.51 3.02
H 5.53 1.34 0.71
H 4.39 -0.12 -0.95
H 2.51 0.14 3.53
H -4.09 -1.26 -1.88
H -5.40 0.71 -1.13
H -4.24 2.92 -0.94
H -1.85 3.04 -1.62
H -1.15 -3.59 -4.29
H 0.18 -5.67 -4.57
H 2.06 -6.16 -3.09
H 2.77 -4.50 -1.34
B -0.71 3.40 2.09
N -1.92 2.44 1.99
C -3.12 2.65 2.54
C -3.89 1.52 2.34
C -3.04 0.66 1.64
N -1.86 1.24 1.44
N -0.05 3.52 0.70
C -0.22 4.53 -0.16
C 0.57 4.29 -1.26
C 1.18 3.07 -0.98
N 0.80 2.63 0.21
H -1.12 4.48 2.40
H 0.08 2.96 2.86
H -3.36 3.57 3.05
H -4.91 1.36 2.63
H -3.22 -0.33 1.28
H -0.86 5.36 0.07
H 0.68 4.90 -2.14
H 1.89 2.52 -1.57
F 2.92 -3.11 1.86
Te 1.18 -2.25 2.45
F 1.18 -4.18 3.00
F 0.36 -0.42 2.93
F 2.31 -2.03 4.04
F -0.16 -2.49 3.92
O 0.08 -2.44 1.12
*
```

## Properties
ΔE to the lowest compared entry with this formula, charge and spin	189.07	kJ/mol
frontier orbital gap	6.8	eV
HOMO	-2.82	eV

Here are the Mulliken charges for atoms 1 to 5, given in e: number 1, Na, carries 1.3826; number 2, C, carries -0.8713; number 3, C, carries -0.1963; number 4, C, carries -1.3510; number 5, C, carries 1.1506



Entry 2:
Below is C24H20ClN4RhSSe2 as an isolated structure, with properties calculated with wB97M-V/def2-TZVPD.

ORCA input file:
```
! RIJCOSX wB97M-V def2-TZVPD def2/J DEFGRID3
* xyz 2 1
Rh -0.39 -0.18 0.02
Se -0.54 2.35 1.21
Se -1.24 3.08 -0.88
C 0.19 2.29 -1.92
C 0.72 3.02 -2.97
C 1.78 2.48 -3.68
C 2.28 1.24 -3.30
C 1.68 0.57 -2.25
N 0.64 1.08 -1.58
C -2.17 1.43 1.72
C -3.01 1.91 2.70
C -4.13 1.14 3.01
C -4.34 -0.05 2.33
C -3.44 -0.43 1.35
N -2.37 0.30 1.05
H 0.32 3.99 -3.20
H 2.23 3.04 -4.49
H 3.13 0.81 -3.81
H 2.05 -0.39 -1.93
H -2.80 2.85 3.19
H -4.81 1.47 3.78
H -5.20 -0.67 2.54
H -3.59 -1.35 0.79
N -2.55 0.04 -2.53
C -2.39 -1.22 -2.11
N -1.48 -1.61 -1.24
C -1.59 -2.97 -0.97
C -0.80 -3.73 -0.11
C -1.04 -5.08 0.03
C -2.06 -5.71 -0.69
C -2.86 -4.98 -1.55
C -2.61 -3.62 -1.68
S -3.44 -2.47 -2.70
H -1.93 0.77 -2.20
H -3.25 0.28 -3.21
H 0.00 -3.26 0.45
H -0.41 -5.67 0.69
H -2.23 -6.77 -0.56
H -3.65 -5.45 -2.11
Cl 2.34 -0.06 4.19
C 2.76 -1.02 2.83
C 4.04 -1.54 2.75
C 4.42 -2.27 1.64
C 3.53 -2.49 0.59
C 2.24 -2.01 0.69
C 1.79 -1.30 1.83
C 0.43 -0.91 1.97
H 4.74 -1.35 3.55
H 5.42 -2.69 1.59
H 3.84 -3.04 -0.29
H 1.54 -2.17 -0.13
H 0.22 -0.28 2.83
H -0.34 -1.68 1.80
*
```

## Properties
ΔE to the lowest compared entry with this formula, charge and spin	159.23	kJ/mol
frontier orbital gap (spin up / spin down)	6.2 / 6.2	eV
HOMO (spin up / spin down)	-13.82 / -13.82	eV

Here are the Mulliken charges for atoms 1 to 5, given in e: number 1, Rh, carries 0.4467; number 2, Se, carries 0.0994; number 3, Se, carries 0.1083; number 4, C, carries 0.2921; number 5, C, carries -0.9128



Entry 3:
Below is C24H20CoN4O3 as an isolated structure, with properties calculated with wB97M-V/def2-TZVPD.

ORCA input file:
```
! RIJCOSX wB97M-V def2-TZVPD def2/J DEFGRID3
* xyz 0 2
Co -0.17 0.19 -0.74
C -3.94 -1.28 -1.25
O -4.66 -0.19 -0.71
C -4.08 1.04 -0.54
C -4.95 2.05 -0.14
C -4.49 3.34 0.09
C -3.16 3.64 -0.07
C -2.23 2.65 -0.43
C -0.85 2.95 -0.56
N 0.07 2.04 -0.80
N 1.36 2.41 -0.83
C 2.16 1.37 -0.84
O 1.65 0.18 -0.89
C 3.60 1.52 -0.70
C 4.18 2.79 -0.59
C 5.53 2.92 -0.34
C 6.32 1.79 -0.19
C 5.76 0.53 -0.34
C 4.41 0.39 -0.59
C -2.70 1.32 -0.68
O -1.87 0.37 -1.03
H -4.69 -2.05 -1.39
H -3.17 -1.64 -0.56
H -3.48 -1.04 -2.21
H -6.00 1.79 -0.03
H -5.19 4.10 0.39
H -2.80 4.65 0.09
H -0.52 3.98 -0.43
H 3.54 3.65 -0.69
H 5.97 3.90 -0.25
H 7.37 1.89 0.05
H 6.38 -0.35 -0.24
H 3.96 -0.59 -0.70
N -0.22 0.04 1.52
C -0.22 -1.39 1.76
C -0.21 -1.91 3.05
C -0.17 -3.28 3.24
C -0.14 -4.14 2.16
C -0.16 -3.64 0.84
C -0.13 -4.47 -0.30
C -0.16 -3.88 -1.56
C -0.18 -2.50 -1.67
N -0.20 -1.69 -0.61
C -0.19 -2.23 0.64
H -1.01 0.49 1.99
H 0.63 0.46 1.90
H -0.23 -1.24 3.90
H -0.16 -3.68 4.25
H -0.11 -5.20 2.32
H -0.09 -5.54 -0.20
H -0.16 -4.48 -2.45
H -0.19 -2.01 -2.64
*
```

## Properties
ΔE to the lowest compared entry with this formula, charge and spin	76.11	kJ/mol
frontier orbital gap (spin up / spin down)	6.1 / 6.2	eV
HOMO (spin up / spin down)	-6.89 / -7.00	eV

Here are the Mulliken charges for atoms 1 to 5, given in e: number 1, Co, carries -0.0703; number 2, C, carries -0.5404; number 3, O, carries -0.5122; number 4, C, carries 0.2738; number 5, C, carries -0.6586



Entry 4:
Below is C24H20F4N6O16S4V as an isolated structure, with properties calculated with wB97M-V/def2-TZVPD.

ORCA input file:
```
! RIJCOSX wB97M-V def2-TZVPD def2/J DEFGRID3
* xyz 1 3
V 0.54 -0.27 0.01
N -1.12 0.52 0.69
S -2.49 1.27 0.41
O -2.45 2.73 0.54
O -3.75 0.54 0.37
F -2.00 1.06 -1.16
S -1.69 0.79 2.36
O -2.60 -0.17 2.97
O -1.47 2.07 3.00
F -0.39 0.02 2.93
N 2.13 -1.40 -0.28
S 3.13 -2.40 0.86
O 4.53 -2.08 1.11
O 2.57 -3.72 1.18
F 2.49 -1.58 2.05
S 2.87 -2.35 -1.37
O 2.16 -3.56 -1.78
O 4.34 -2.29 -1.51
F 2.51 -1.30 -2.58
C -2.84 -2.25 -6.18
C -1.53 -2.13 -5.82
C -1.12 -2.01 -4.49
C -2.08 -2.06 -3.51
C -3.43 -2.19 -3.82
C -3.81 -2.27 -5.18
N -1.66 -1.91 -2.11
O -2.45 -2.08 -1.23
O -0.55 -1.47 -1.76
H -3.07 -2.30 -7.23
H -0.73 -2.12 -6.54
H -0.06 -1.98 -4.29
H -4.14 -2.04 -3.01
H -4.87 -2.24 -5.38
C 3.81 3.93 4.87
C 2.57 4.51 4.63
C 1.77 4.00 3.61
C 2.21 2.93 2.77
C 3.43 2.34 3.09
C 4.26 2.83 4.06
N 1.39 2.41 1.72
O 1.54 1.20 1.35
O 0.47 3.12 1.17
H 4.55 4.33 5.55
H 2.20 5.35 5.19
H 0.80 4.46 3.51
H 3.74 1.49 2.50
H 5.27 2.44 4.12
C 0.27 5.89 -3.02
C 1.06 5.25 -3.97
C 1.33 3.87 -3.89
C 0.82 3.16 -2.76
C 0.04 3.88 -1.84
C -0.16 5.24 -1.91
N 0.95 1.72 -2.66
O 0.63 1.17 -1.57
O 1.30 1.00 -3.60
H 0.13 6.93 -3.29
H 1.34 5.72 -4.90
H 1.75 3.35 -4.74
H -0.35 3.34 -0.99
H -0.72 5.77 -1.15
C -2.40 -5.14 4.66
C -2.27 -5.86 3.45
C -1.75 -5.23 2.33
C -1.27 -3.96 2.35
C -1.40 -3.19 3.54
C -1.88 -3.84 4.72
N -0.80 -3.35 1.05
O -0.28 -2.18 1.10
O -0.85 -4.03 0.02
H -2.78 -5.51 5.60
H -2.65 -6.87 3.44
H -1.91 -5.87 1.47
H -1.07 -2.17 3.58
H -2.07 -3.25 5.60
*
```

## Properties
frontier orbital gap (spin up / spin down)	6.0 / 6.3	eV
HOMO (spin up / spin down)	-12.08 / -12.08	eV

Here are the Mulliken charges for atoms 1 to 5, given in e: number 1, V, carries 2.4205; number 2, N, carries 0.5046; number 3, S, carries 0.6669; number 4, O, carries -0.4742; number 5, O, carries -0.5752



Entry 5:
Below is C24H20FN6O4S2TeV as an isolated structure, with properties calculated with wB97M-V/def2-TZVPD.

ORCA input file:
```
! RIJCOSX wB97M-V def2-TZVPD def2/J DEFGRID3
* xyz 3 2
V -1.04 1.43 -0.26
N 1.86 0.96 -2.13
C 1.88 0.65 -0.81
N 0.81 0.75 -0.02
C 1.11 0.34 1.29
C 2.39 -0.01 1.48
S 3.28 0.10 0.00
C -0.02 0.38 2.20
C -0.13 0.01 3.49
S -1.76 0.17 4.04
C -2.24 0.74 2.50
N -1.22 0.85 1.63
N -3.50 1.03 2.19
H 1.00 0.82 -2.64
H 2.70 0.77 -2.67
H 2.87 -0.34 2.38
H 0.64 -0.37 4.14
H -4.22 0.87 2.88
H -3.81 0.94 1.23
Te -0.15 3.72 -1.38
C -1.85 3.60 -0.12
C -3.08 3.35 -0.78
C -4.27 3.61 -0.14
C -4.25 4.15 1.15
C -3.05 4.40 1.81
C -1.85 4.13 1.19
C 1.35 4.37 -0.11
C 1.62 3.81 1.14
C 2.66 4.33 1.89
C 3.43 5.38 1.40
C 3.16 5.93 0.15
C 2.11 5.43 -0.61
H -3.09 3.01 -1.81
H -5.21 3.44 -0.65
H -5.19 4.40 1.63
H -3.06 4.83 2.80
H -0.91 4.37 1.68
H 1.03 2.99 1.54
H 2.88 3.91 2.87
H 4.24 5.78 2.00
H 3.75 6.75 -0.22
H 1.90 5.87 -1.58
F 1.15 -2.63 -4.63
C 0.56 -2.45 -3.46
C -0.76 -2.29 -3.36
N -1.36 -2.07 -2.12
C -2.76 -1.72 -1.99
C -2.95 -0.44 -1.22
O -3.87 -0.13 -0.54
O -1.91 0.50 -1.42
C -0.64 -2.04 -0.96
O -1.16 -1.72 0.11
N 0.69 -2.31 -1.09
C 1.43 -2.39 -2.29
O 2.63 -2.36 -2.28
H -1.41 -2.34 -4.22
H -3.33 -2.49 -1.47
H -3.20 -1.59 -2.99
H 1.22 -2.38 -0.23
*
```

## Properties
ΔE to the lowest compared entry with this formula, charge and spin	5.25	kJ/mol
frontier orbital gap (spin up / spin down)	5.0 / 6.6	eV
HOMO (spin up / spin down)	-16.95 / -16.95	eV

Here are the Mulliken charges for atoms 1 to 5, given in e: number 1, V, carries 0.4323; number 2, N, carries -0.2650; number 3, C, carries -0.5861; number 4, N, carries 1.9606; number 5, C, carries -0.7867



Entry 6:
Below is C24H20IN3PtS as an isolated structure, with properties calculated with wB97M-V/def2-TZVPD.

ORCA input file:
```
! RIJCOSX wB97M-V def2-TZVPD def2/J DEFGRID3
* xyz 0 3
Pt -0.08 -0.11 0.08
I 0.54 -0.83 2.82
C -1.16 -2.15 2.65
C -1.68 -2.66 3.80
C -2.69 -3.63 3.73
C -3.07 -4.12 2.52
C -2.55 -3.59 1.32
C -2.94 -4.10 0.07
C -2.51 -3.50 -1.08
C -1.71 -2.35 -1.03
C -1.24 -1.85 0.16
C -1.62 -2.50 1.36
H -1.32 -2.33 4.77
H -3.13 -4.00 4.65
H -3.78 -4.93 2.46
H -3.62 -4.94 0.03
H -2.82 -3.87 -2.05
H -1.46 -1.86 -1.96
C -1.50 2.03 2.32
C -1.82 2.53 0.96
C -2.63 3.67 0.81
C -2.96 4.10 -0.45
C -2.46 3.41 -1.57
C -2.77 3.79 -2.89
C -2.26 3.08 -3.95
C -1.39 2.02 -3.74
C -1.02 1.64 -2.46
S 0.20 0.43 -2.29
C -1.60 2.30 -1.34
N -1.32 1.88 -0.08
H -1.97 2.64 3.08
H -0.42 2.05 2.46
H -1.84 1.00 2.41
H -2.98 4.18 1.69
H -3.60 4.96 -0.60
H -3.41 4.65 -3.04
H -2.52 3.36 -4.96
H -0.96 1.49 -4.58
C 5.51 -1.48 0.60
N 4.42 -0.65 0.20
C 4.47 0.63 -0.28
C 3.18 1.02 -0.46
N 2.35 0.02 -0.09
C 3.12 -0.97 0.29
H 6.46 -0.99 0.40
H 5.49 -2.43 0.06
H 5.44 -1.70 1.67
H 5.40 1.14 -0.46
H 2.79 1.96 -0.83
H 2.78 -1.93 0.64
*
```

## Properties
frontier orbital gap (spin up / spin down)	6.2 / 6.4	eV
HOMO (spin up / spin down)	-6.00 / -6.87	eV

Here are the Mulliken charges for atoms 1 to 5, given in e: number 1, Pt, carries 1.1820; number 2, I, carries -0.1079; number 3, C, carries 0.1136; number 4, C, carries -0.5978; number 5, C, carries -0.5662



Entry 7:
Below is C24H20IrN4OS as an isolated structure, with properties calculated with wB97M-V/def2-TZVPD.

ORCA input file:
```
! RIJCOSX wB97M-V def2-TZVPD def2/J DEFGRID3
* xyz 1 5
Ir 1.09 -0.74 -0.83
C 2.45 -0.90 3.29
C 2.29 -0.72 1.80
N 1.11 -1.05 1.10
N 0.25 -1.91 1.65
C -0.77 -2.12 0.75
O -0.62 -1.80 -0.45
C -2.05 -2.64 1.20
C -3.14 -2.84 0.35
C -4.33 -3.32 0.83
C -4.48 -3.58 2.17
C -3.45 -3.34 3.07
C -2.23 -2.88 2.57
C 3.18 0.04 1.05
C 4.39 0.60 1.56
C 5.18 1.35 0.75
C 4.89 1.53 -0.60
C 3.72 0.92 -1.09
N 2.86 0.24 -0.35
H 3.24 -1.59 3.54
H 1.52 -1.19 3.78
H 2.78 0.03 3.73
H -2.98 -2.58 -0.69
H -5.12 -3.48 0.09
H -5.42 -3.92 2.58
H -3.65 -3.42 4.14
H -1.43 -2.76 3.25
H 4.60 0.37 2.60
H 5.95 1.93 1.26
H 5.50 2.06 -1.31
H 3.43 1.06 -2.11
C -0.32 1.63 1.31
C -0.64 1.92 -0.11
C -1.48 3.00 -0.44
C -1.83 3.23 -1.72
C -1.46 2.35 -2.75
C -1.88 2.50 -4.08
C -1.47 1.61 -5.03
C -0.50 0.67 -4.69
C -0.02 0.51 -3.40
S 1.17 -0.69 -3.05
C -0.60 1.32 -2.37
N -0.24 1.13 -1.08
H -0.74 2.46 1.92
H 0.74 1.62 1.49
H -0.68 0.70 1.68
H -1.78 3.64 0.37
H -2.42 4.09 -1.95
H -2.60 3.30 -4.28
H -1.88 1.67 -6.04
H -0.13 -0.02 -5.45
*
```

## Properties
frontier orbital gap (spin up / spin down)	6.2 / 6.3	eV
HOMO (spin up / spin down)	-9.29 / -11.55	eV

Here are the Mulliken charges for atoms 1 to 5, given in e: number 1, Ir, carries 2.5381; number 2, C, carries -1.6527; number 3, C, carries 0.4896; number 4, N, carries 0.1989; number 5, N, carries -1.0037



Entry 8:
Below is C24H20N5OsS2Se as an isolated structure, with properties calculated with wB97M-V/def2-TZVPD.

ORCA input file:
```
! RIJCOSX wB97M-V def2-TZVPD def2/J DEFGRID3
* xyz 3 5
Os -0.93 2.17 -0.60
C -4.22 2.31 2.27
C -2.98 2.51 1.68
N -2.70 2.18 0.46
C -3.74 1.61 -0.26
C -5.01 1.30 0.27
C -5.23 1.74 1.57
C -6.02 0.71 -0.58
C -5.78 0.40 -1.91
C -4.50 0.73 -2.49
C -4.13 0.39 -3.81
C -2.88 0.80 -4.23
C -1.95 1.39 -3.45
N -2.19 1.53 -2.08
C -3.43 1.27 -1.68
H -4.37 2.55 3.35
H -2.14 2.84 2.28
H -6.16 1.52 2.07
H -6.98 0.26 -0.20
H -6.54 -0.18 -2.41
H -4.81 -0.17 -4.45
H -2.68 0.55 -5.31
H -0.94 1.62 -3.80
S 0.89 2.91 -1.92
C 1.52 2.96 -0.21
N 0.60 2.49 0.63
C 1.10 2.53 1.97
C 0.49 1.92 3.08
C 1.10 2.06 4.32
C 2.30 2.74 4.35
C 3.02 3.22 3.26
C 2.39 3.10 2.02
S 2.98 3.48 0.36
H -0.32 1.22 3.00
H 0.66 1.63 5.24
H 2.74 2.83 5.37
H 4.00 3.54 3.49
C 4.56 -2.50 0.99
N 4.46 -3.56 0.08
C 5.56 -4.30 -0.17
C 5.27 -5.13 -1.17
N 3.95 -4.92 -1.50
C 3.13 -5.50 -2.53
C 3.41 -3.99 -0.70
Se 1.77 -3.17 -0.75
H 4.91 -2.77 1.95
H 3.55 -2.09 1.08
H 5.12 -1.64 0.70
H 6.43 -4.22 0.42
H 5.89 -5.80 -1.68
H 3.63 -6.40 -2.85
H 2.99 -4.91 -3.42
H 2.19 -5.78 -2.10
*
```

## Properties
ΔE to the lowest compared entry with this formula, charge and spin	61.95	kJ/mol
frontier orbital gap (spin up / spin down)	7.6 / 6.3	eV
HOMO (spin up / spin down)	-16.43 / -16.58	eV

Here are the Mulliken charges for atoms 1 to 5, given in e: number 1, Os, carries 0.7398; number 2, C, carries -0.8318; number 3, C, carries 0.0203; number 4, N, carries -0.5157; number 5, C, carries 0.0989



For reference, max |F| by record: 7.8 2.7 3.1 11.6 0.1 0.9 2.0 3.7 eV/A.